This record from OMol25 describes a 2-piece molecular cluster, C5H9N2S overall at a distorted geometry. The level of theory is the ωB97M-V functional and the def2-TZVPD basis.

```
17
Properties=species:S:1:pos:R:3:forces:R:3
C -0.666 2.606 1.098 -0.19 -0.56 2.60
C -0.025 1.459 1.054 -2.00 3.28 -0.52
C -1.478 4.596 0.381 2.01 -2.57 -0.91
C -0.228 -2.009 -0.347 0.16 -1.56 0.13
C -1.070 -2.403 0.804 -1.58 1.56 -1.17
N -0.986 3.425 0.065 -1.49 2.31 -0.63
N -0.589 -1.449 -1.432 0.84 2.04 -1.85
S 0.743 0.178 0.978 2.53 -2.79 0.19
H -1.068 2.856 2.116 0.48 -0.25 -0.64
H -1.797 5.194 -0.423 -0.48 0.77 -0.85
H -1.365 5.033 1.347 -0.41 0.07 0.95
H 0.723 -2.504 -0.531 0.30 0.11 0.90
H -0.512 -2.197 1.675 0.66 -0.60 1.13
H -1.361 -3.445 0.635 0.04 0.05 0.41
H -1.964 -1.717 0.899 0.72 -0.97 -0.37
H -1.390 -0.834 -1.523 -0.35 -0.30 0.15
H 0.187 -1.204 -2.095 -1.26 -0.59 0.51
```
Forces are in eV/Å.

calculated total energy	-19136.3615	eV
charge	+1
HOMO level	-11.61	eV
molar mass	129.21	g mol⁻¹
energy above the lowest of the compared OMol25 structures with the same formula, charge and spin	325.0	kJ/mol
LUMO	-4.765	eV